Record 1
ORCA calculation (ωB97M-V with the def2-TZVPD basis set) on 5 unconnected molecules or ions with the total composition C23H57IN6O5.

Results
Kohn-Sham gap, Ha: 0.3330
Multiplicity: 1
SMILES string: N[C@H]1C[C@@H](CCCI)NC1=O.COC[C@@H](C)N.COC[C@@H](C)N.COC[C@@H](C)N.COC[C@@H](C)N
Total charge: 0

Last column: Mulliken charge in e.
Element x y z (Å)
1 N -1.239 1.254 -1.222  -0.5201
2 C -0.231 2.343 -1.305  0.2806
3 C -0.692 3.694 -1.797  -1.0665
4 C -1.526 4.260 -0.657  0.1420
5 C -3.047 4.363 -0.787  -1.0312
6 C -3.759 3.281 -1.613  -0.3017
7 C -4.932 2.662 -0.901  -1.3853
8 I -4.357 1.430 0.767  -0.0225
9 N -0.959 3.580 0.508  -0.1547
10 C 0.060 2.724 0.153  0.1502
11 O 0.929 2.338 0.843  -0.6483
12 H -0.863 0.560 -0.572  0.2540
13 H -2.058 1.621 -0.748  -0.1357
14 H 0.588 1.921 -1.867  0.4834
15 H -1.013 3.816 -2.823  0.3261
16 H 0.213 4.296 -1.760  0.4597
17 H -1.228 5.301 -0.543  0.4031
18 H -3.236 5.318 -1.254  0.3751
19 H -3.486 4.428 0.199  0.3684
20 H -3.097 2.531 -2.012  0.7616
21 H -4.201 3.773 -2.474  -0.1103
22 H -5.599 3.411 -0.515  0.5058
23 H -5.459 2.014 -1.573  0.5711
24 H -0.723 4.146 1.309  0.3292
25 C 1.586 -3.165 3.190  -0.5734
26 O 2.265 -2.402 2.211  -0.2492
27 C 1.958 -2.725 0.869  -0.2087
28 C 0.675 -2.076 0.331  0.0603
29 C -0.605 -2.742 0.827  -1.5977
30 N 0.615 -0.643 0.638  -0.4089
31 H 1.423 -4.197 2.866  0.3124
32 H 0.630 -2.702 3.448  0.2630
33 H 2.201 -3.177 4.089  0.0729
34 H 2.799 -2.347 0.280  0.3683
35 H 1.940 -3.815 0.732  -0.0149
36 H 0.696 -2.186 -0.757  0.3929
37 H -0.836 -2.471 1.857  0.3375
38 H -1.452 -2.426 0.217  0.3775
39 H -0.535 -3.830 0.766  0.3618
40 H 1.413 -0.171 0.219  0.2498
41 H 0.766 -0.534 1.638  0.1638
42 C -4.032 3.930 -6.835  -0.7376
43 O -4.061 4.624 -5.599  -0.3076
44 C -4.569 5.943 -5.660  -0.7383
45 C -6.102 6.043 -5.629  0.3123
46 C -6.769 5.682 -6.952  -1.4343
47 N -6.686 5.220 -4.564  -0.7155
48 H -3.818 4.602 -7.670  0.3345
49 H -4.972 3.404 -7.014  0.2514
50 H -3.240 3.184 -6.776  0.2356
51 H -4.183 6.442 -4.766  0.3239
52 H -4.151 6.475 -6.524  0.4828
53 H -6.346 7.087 -5.416  0.4060
54 H -6.790 4.606 -7.123  0.2771
55 H -7.803 6.026 -6.956  0.3682
56 H -6.256 6.153 -7.794  0.3518
57 H -6.323 5.530 -3.666  0.2617
58 H -6.319 4.277 -4.669  0.3333
59 C 5.882 -8.005 -1.631  -0.6378
60 O 5.215 -8.187 -0.396  -0.4026
61 C 4.842 -6.996 0.271  -0.9275
62 C 3.528 -6.368 -0.219  1.0099
63 C 3.657 -5.630 -1.547  -1.4754
64 N 2.453 -7.359 -0.329  -0.6893
65 H 6.522 -7.118 -1.618  0.2990
66 H 5.171 -7.935 -2.458  0.2291
67 H 6.507 -8.882 -1.802  0.2628
68 H 4.708 -7.281 1.318  0.3862
69 H 5.664 -6.268 0.244  0.4065
70 H 3.230 -5.632 0.533  -0.0964
71 H 3.708 -6.313 -2.395  0.3896
72 H 2.789 -4.989 -1.706  0.3151
73 H 4.547 -4.997 -1.563  0.3689
74 H 2.293 -7.778 0.583  0.2935
75 H 2.801 -8.128 -0.896  0.3039
76 C 2.899 1.562 7.625  -0.6353
77 O 3.010 0.279 8.214  -0.4039
78 C 2.369 -0.767 7.509  -0.8789
79 C 3.184 -1.351 6.344  0.8551
80 C 3.200 -0.465 5.101  -1.5276
81 N 4.566 -1.649 6.733  -0.7443
82 H 1.933 1.696 7.130  0.2891
83 H 3.707 1.741 6.913  0.2372
84 H 2.986 2.300 8.422  0.2671
85 H 2.218 -1.561 8.245  0.3965
86 H 1.372 -0.449 7.175  0.4023
87 H 2.704 -2.295 6.066  0.1456
88 H 3.869 0.387 5.215  0.3199
89 H 3.546 -1.028 4.234  0.3702
90 H 2.201 -0.087 4.873  0.3368
91 H 4.560 -2.322 7.495  0.2895
92 H 4.955 -0.807 7.150  0.2988

***

Record 2
ORCA calculation (ωB97M-V with the def2-TZVPD basis set) on a molecular structure, C18H36As3F18O18Tl.

Results
Kohn-Sham gap, Ha: 0.1620
Multiplicity: 1
Total charge: 0

Last column: Mulliken charge in e.
Element x y z (Å)
1 Tl -0.074 -0.089 -0.286  2.3571
2 As 1.881 -3.379 2.337  2.0767
3 F 1.123 -3.036 3.883  -0.4623
4 F 3.176 -2.269 2.802  -0.5190
5 F 2.644 -3.708 0.797  -0.4308
6 F 0.509 -4.364 1.829  -0.5218
7 F 1.020 -1.981 1.579  -0.3769
8 F 2.576 -4.837 3.013  -0.5023
9 As -4.612 0.523 -0.187  1.9762
10 F -6.302 0.944 -0.350  -0.5023
11 F -4.968 -0.589 1.094  -0.4851
12 F -2.896 0.074 -0.076  -0.3956
13 F -4.182 1.673 -1.454  -0.4925
14 F -4.327 1.815 0.978  -0.4716
15 F -4.784 -0.704 -1.438  -0.5171
16 As 0.263 3.055 -3.337  2.1231
17 F 1.897 2.438 -3.218  -0.4941
18 F 0.775 4.213 -4.494  -0.4860
19 F -1.420 3.550 -3.358  -0.4989
20 F -0.178 1.810 -2.093  -0.3500
21 F 0.564 4.189 -2.040  -0.4872
22 F -0.092 1.831 -4.519  -0.4417
23 C 5.050 -2.061 -0.011  -0.3988
24 O 4.933 -0.785 -0.650  -0.4815
25 C 3.797 -0.162 -0.780  0.4253
26 O 2.723 -0.545 -0.369  0.3643
27 O 3.922 0.968 -1.463  -0.1346
28 C 5.164 1.575 -1.786  -0.9134
29 H 4.520 -2.806 -0.599  0.1852
30 H 4.577 -1.999 0.968  0.0672
31 H 6.085 -2.343 0.156  0.3112
32 H 5.184 2.141 -2.713  0.2937
33 H 6.036 0.928 -1.710  0.3512
34 H 5.370 2.330 -1.020  0.3045
35 C -0.989 -2.008 -6.086  -0.8557
36 O -0.694 -1.651 -4.745  -0.1363
37 C -1.462 -0.867 -4.013  0.4293
38 O -1.280 -0.644 -2.840  -0.0828
39 O -2.339 -0.224 -4.756  -0.4504
40 C -3.164 0.756 -4.109  -0.5048
41 H -2.055 -2.103 -6.280  0.3384
42 H -0.462 -2.936 -6.292  0.2363
43 H -0.605 -1.233 -6.752  0.3072
44 H -2.666 1.721 -4.059  0.1670
45 H -3.479 0.507 -3.100  0.1578
46 H -4.016 0.931 -4.762  0.3334
47 C 1.380 -4.730 -1.853  -0.5345
48 O 2.190 -3.809 -2.545  -0.4304
49 C 1.851 -2.548 -2.569  0.7815
50 O 0.927 -2.058 -1.951  -0.2338
51 O 2.659 -1.898 -3.410  -0.4708
52 C 2.290 -0.571 -3.832  -0.1390
53 H 0.459 -4.923 -2.410  0.2992
54 H 1.172 -4.414 -0.833  0.1506
55 H 1.912 -5.680 -1.856  0.2292
56 H 3.210 -0.351 -4.382  0.2932
57 H 2.321 0.166 -3.029  -0.1525
58 H 1.413 -0.578 -4.465  0.1660
59 C -2.771 -2.997 3.186  -0.5133
60 O -2.965 -1.650 3.598  -0.5088
61 C -2.455 -0.700 2.829  0.4271
62 O -1.710 -0.868 1.914  -0.2708
63 O -2.853 0.537 3.184  0.2445
64 C -3.826 0.683 4.213  -1.0670
65 H -3.051 -3.725 3.944  0.2775
66 H -1.703 -3.105 2.988  0.0847
67 H -3.374 -3.225 2.306  0.2632
68 H -4.453 -0.188 4.383  0.3527
69 H -4.536 1.441 3.879  0.2553
70 H -3.306 1.007 5.114  0.3088
71 C 0.075 0.135 4.965  -0.3663
72 O 1.423 0.312 4.522  -0.4501
73 C 1.588 0.474 3.220  0.0817
74 O 0.675 0.516 2.429  0.2289
75 O 2.802 0.889 2.896  -0.0633
76 C 3.806 1.020 3.908  -0.8589
77 H -0.322 -0.822 4.615  0.0468
78 H -0.519 0.982 4.634  0.0193
79 H 0.145 -0.075 6.031  0.3689
80 H 3.381 1.605 4.723  0.3313
81 H 4.687 1.481 3.473  0.2444
82 H 4.131 0.082 4.359  0.2965
83 C -1.653 3.947 3.548  -0.9067
84 O -1.163 3.017 2.590  -0.1624
85 C -1.592 3.045 1.343  0.0684
86 O -1.361 2.142 0.571  0.2382
87 O -2.180 4.170 1.007  -0.4414
88 C -2.483 4.381 -0.382  -0.5929
89 H -0.967 4.761 3.797  0.2487
90 H -1.684 3.427 4.506  0.2638
91 H -2.586 4.419 3.257  0.4124
92 H -2.828 3.517 -0.940  0.1448
93 H -1.660 4.943 -0.825  0.2868
94 H -3.240 5.168 -0.340  0.3372

***

Record 3
ORCA calculation (ωB97M-V with the def2-TZVPD basis set) on a gas-phase ion, C8H6F3O3P (charge -2).

Results
Kohn-Sham gap, Ha: 0.2274
Multiplicity: 1
Energy above the lowest of the compared OMol25 structures with the same formula, charge and spin, kJ/mol: 0.00
SMILES string: O=P([O-])([O-])[C@H](c1ccccc1)C(F)(F)F
Total charge: -2

Last column: natural (NBO) charge in e.
Element x y z (Å)
1 O 0.901 -1.058 2.254  -1.2173
2 P 0.509 -2.035 1.156  2.4202
3 O -0.475 -3.103 1.606  -1.2341
4 O 1.609 -2.347 0.212  -1.2236
5 C -0.850 -1.191 -0.142  -0.7260
6 C -0.059 0.144 -0.397  0.0581
7 C 1.265 -0.018 -0.890  -0.2377
8 C 2.013 1.119 -1.113  -0.2242
9 C 1.572 2.372 -0.700  -0.2894
10 C 0.318 2.457 -0.055  -0.2021
11 C -0.478 1.352 0.056  -0.2520
12 C -2.152 -1.114 0.413  1.0134
13 F -2.852 -2.275 0.340  -0.3381
14 F -3.186 -0.199 -0.293  -0.4964
15 F -2.394 -0.646 1.641  -0.3247
16 H -0.812 -1.776 -1.113  0.2455
17 H 1.593 -1.063 -0.928  0.3041
18 H 3.057 1.108 -1.644  0.1710
19 H 1.990 3.305 -1.068  0.1756
20 H -0.136 3.371 0.302  0.1737
21 H -1.431 1.595 0.361  0.2038

***

Record 4
ORCA calculation (ωB97M-V with the def2-TZVPD basis set) on a single C4H7NS molecule.

Results
Kohn-Sham gap, Ha: 0.3581
Multiplicity: 1
Energy above the lowest of the compared OMol25 structures with the same formula, charge and spin, kJ/mol: 221.21
SMILES string: C1S[C@@H]1[C@H]1CN1
Total charge: 0

Last column: natural (NBO) charge in e.
Element x y z (Å)
1 C 1.543 0.785 -0.250  -0.4773
2 S 1.837 -0.980 -0.197  0.1233
3 C 0.762 -0.011 0.741  -0.3599
4 C -0.720 -0.190 0.689  -0.1032
5 C -1.495 0.155 -0.529  -0.2528
6 N -1.327 -1.239 -0.099  -0.5801
7 H 1.176 1.027 -1.248  0.2351
8 H 2.413 1.298 0.118  0.2277
9 H 1.091 0.029 1.736  0.2308
10 H -1.166 -0.231 1.658  0.2113
11 H -2.462 0.631 -0.517  0.1995
12 H -0.970 0.477 -1.452  0.1861
13 H -0.682 -1.750 -0.649  0.3593